1.
Formula: C5H7NO
Source: OMol25
Level of theory: wB97M-V/def2-TZVPD

Last column: Löwdin charge in e.
Geometry (Å):
C  -1.895  0.078  0.075  -0.004
C  -0.436  -0.248  0.055  -0.383
N  0.226  -1.141  1.006  0.110
C  0.707  0.219  0.913  -0.216
C  1.618  0.450  -0.294  -0.033
C  0.470  -0.125  -1.151  -0.334
O  0.306  -0.291  -2.328  0.119
H  -2.065  0.923  -0.602  0.087
H  -2.215  0.368  1.079  0.084
H  -2.512  -0.757  -0.267  0.084
H  0.840  -1.827  0.570  0.110
H  0.647  0.836  1.803  0.140
H  2.613  -0.002  -0.322  0.112
H  1.695  1.517  -0.535  0.124

Values from the calculation:
E_tot in Eh: -324.6512

2.
Formula: C2H6Cl4O2Si2
Source: OMol25
Level of theory: wB97M-V/def2-TZVPD

Last column: Löwdin charge in e.
Geometry (Å):
C  -2.375  1.162  0.050  -0.178
O  -1.297  0.450  -0.504  -0.297
Si  0.201  0.255  0.185  0.012
Cl  0.400  2.266  1.033  0.248
O  1.034  -0.632  -0.881  -0.297
C  1.335  -0.986  -2.194  -0.103
Si  0.900  -0.686  2.070  -0.904
Cl  1.233  -2.561  1.415  0.351
Cl  -0.535  -0.450  3.401  0.366
Cl  2.574  0.257  2.630  0.335
H  -3.083  0.453  0.489  0.087
H  -2.681  1.752  -0.843  0.103
H  -2.009  1.840  0.868  0.032
H  2.084  -0.344  -2.512  0.066
H  0.471  -0.815  -2.781  0.082
H  1.748  -1.962  -2.426  0.096

Values from the calculation:
E_tot in Eh: -2650.2777

3.
Formula: C23H21N3O2PdTe4
Source: OMol25
Level of theory: wB97M-V/def2-TZVPD

Last column: Löwdin charge in e.
Geometry (Å):
Pd  -0.847  0.401  0.007  0.105
C  -0.886  1.788  4.445  -0.050
C  -0.005  2.587  3.538  -0.216
C  0.219  3.937  3.758  -0.051
C  1.053  4.676  2.928  -0.078
C  1.742  4.061  1.893  -0.058
C  1.596  2.701  1.672  -0.259
C  2.410  1.972  0.643  -0.100
C  0.673  1.969  2.463  -0.250
N  0.408  0.682  2.041  0.007
C  0.739  -0.453  2.660  -0.521
O  1.225  -0.526  3.781  0.055
C  0.496  -1.675  1.816  -0.210
C  0.724  -2.951  2.314  0.022
C  0.478  -4.037  1.489  -0.022
C  0.013  -3.823  0.202  0.025
C  -0.188  -2.517  -0.230  -0.177
N  0.069  -1.484  0.568  0.020
C  -0.689  -2.206  -1.617  -0.499
O  -0.887  -3.094  -2.433  0.061
N  -0.959  -0.907  -1.842  0.007
C  -1.038  -0.345  -3.098  -0.264
C  0.073  -0.404  -3.982  -0.207
C  1.305  -1.163  -3.603  -0.034
C  -0.008  0.277  -5.182  -0.051
C  -1.123  1.036  -5.513  -0.082
C  -2.214  1.093  -4.657  -0.063
C  -2.195  0.402  -3.456  -0.260
C  -3.398  0.364  -2.563  -0.093
H  -1.550  2.425  5.025  0.079
H  -0.275  1.204  5.138  0.089
H  -1.503  1.065  3.891  -0.003
H  -0.284  4.427  4.581  0.109
H  1.165  5.738  3.093  0.100
H  2.392  4.637  1.251  0.110
H  2.757  2.652  -0.140  0.073
H  1.841  1.142  0.166  0.023
H  3.270  1.501  1.124  0.092
H  1.076  -3.059  3.328  0.124
H  0.625  -5.040  1.858  0.114
H  -0.211  -4.633  -0.475  0.123
H  1.588  -0.932  -2.570  0.081
H  2.131  -0.888  -4.256  0.078
H  1.133  -2.241  -3.678  0.085
H  0.828  0.228  -5.863  0.107
H  -1.130  1.581  -6.444  0.097
H  -3.092  1.663  -4.925  0.112
H  -3.779  1.374  -2.342  0.057
H  -3.164  -0.160  -1.616  0.017
H  -4.204  -0.198  -3.032  0.087
Te  -0.443  2.518  -1.216  0.283
Te  -0.006  4.805  -2.532  0.208
Te  -2.464  2.141  0.470  0.335
Te  -2.684  -0.210  1.614  0.662

Values from the calculation:
2S+1: 5
E_tot in Eh: -2403.6868

4.
Formula: C2H6N2O2
Source: OMol25
Level of theory: wB97M-V/def2-TZVPD

Last column: Löwdin charge in e.
Geometry (Å):
N  -1.073  -0.333  2.524  0.108
C  -1.757  -0.632  1.428  -0.464
O  -2.410  0.195  0.824  -0.006
H  -1.026  0.658  2.772  0.120
H  -0.525  -1.018  3.050  0.110
H  -1.728  -1.740  1.287  0.130
N  1.411  0.352  -2.624  0.118
C  1.457  0.706  -1.392  -0.475
O  2.473  0.801  -0.699  -0.020
H  2.267  0.137  -3.142  0.130
H  0.499  0.121  -3.025  0.119
H  0.411  0.752  -1.004  0.130

Values from the calculation:
E_tot in Eh: -339.8070

5.
Formula: C19H20FN3OS
Source: OMol25
Level of theory: wB97M-V/def2-TZVPD

Last column: Löwdin charge in e.
Geometry (Å):
C  3.977  1.463  0.856  -0.012
C  3.006  2.071  -0.132  -0.422
O  3.400  2.706  -1.089  0.071
C  1.570  1.856  0.119  -0.183
C  1.072  1.064  1.152  -0.027
C  -0.283  0.869  1.308  -0.021
C  -1.215  1.452  0.437  -0.222
N  -2.580  1.263  0.582  -0.085
C  -3.073  0.353  1.589  -0.130
C  -2.867  -1.117  1.123  -0.114
N  -2.772  -1.122  -0.326  -0.115
C  -1.586  -1.209  -1.002  -0.751
S  -1.436  -0.618  -2.538  0.771
N  -0.593  -1.902  -0.376  0.084
C  0.783  -1.879  -0.565  -0.182
C  1.476  -1.037  -1.431  -0.049
C  2.857  -1.080  -1.494  -0.082
C  3.583  -1.954  -0.703  -0.096
C  2.918  -2.794  0.177  -0.015
C  1.544  -2.740  0.232  -0.204
F  0.883  -3.542  1.116  0.049
C  -3.801  -0.271  -0.889  -0.176
C  -3.442  1.207  -0.586  -0.137
C  -0.710  2.297  -0.563  -0.019
C  0.642  2.478  -0.721  -0.006
H  3.782  1.843  1.856  0.087
H  4.991  1.722  0.564  0.085
H  3.871  0.380  0.862  0.065
H  1.742  0.570  1.838  0.114
H  -0.603  0.239  2.122  0.099
H  -2.585  0.537  2.545  0.119
H  -4.139  0.562  1.715  0.124
H  -3.718  -1.738  1.422  0.126
H  -1.967  -1.529  1.577  0.103
H  -0.880  -2.537  0.360  0.135
H  0.934  -0.346  -2.052  0.040
H  3.367  -0.411  -2.168  0.114
H  4.659  -1.984  -0.764  0.106
H  3.447  -3.482  0.817  0.118
H  -4.751  -0.557  -0.434  0.123
H  -3.855  -0.437  -1.964  0.076
H  -2.930  1.629  -1.447  0.083
H  -4.351  1.786  -0.393  0.125
H  -1.382  2.822  -1.223  0.109
H  1.016  3.114  -1.509  0.122

Values from the calculation:
E_tot in Eh: -1473.5918

6.
Formula: C35H49N2OPTeW
Source: OMol25
Level of theory: wB97M-V/def2-TZVPD

Last column: Löwdin charge in e.
Geometry (Å):
W  0.232  -1.471  0.163  1.493
C  -2.392  -2.348  -2.138  0.000
C  -1.845  -2.497  -0.745  -0.223
C  -0.941  -3.556  -0.417  -0.233
C  -0.595  -4.603  -1.450  0.019
C  -0.492  -3.717  0.926  -0.260
C  0.408  -4.867  1.292  0.000
C  -0.986  -2.867  1.952  -0.268
C  -0.784  -3.257  3.382  -0.029
C  -1.785  -1.737  1.598  -0.242
C  -2.254  -0.796  2.670  0.006
C  -2.284  -1.608  0.270  -0.201
C  -3.349  -0.593  -0.027  0.027
H  -3.363  -2.852  -2.193  0.143
H  -1.763  -2.801  -2.899  0.090
H  -2.559  -1.304  -2.401  0.092
H  -0.546  -5.586  -0.987  0.113
H  0.365  -4.439  -1.951  0.101
H  -1.354  -4.658  -2.224  0.103
H  0.956  -5.266  0.442  0.091
H  -0.194  -5.688  1.694  0.142
H  1.121  -4.600  2.071  0.093
H  -1.484  -4.081  3.573  0.147
H  -1.018  -2.471  4.092  0.088
H  0.209  -3.640  3.599  0.075
H  -3.163  -1.192  3.134  0.142
H  -2.479  0.185  2.270  0.058
H  -1.519  -0.674  3.462  0.079
H  -2.927  0.379  -0.286  0.077
H  -3.995  -0.467  0.839  0.115
H  -3.977  -0.909  -0.855  0.107
N  2.088  -2.616  -0.250  -0.082
C  3.233  -1.900  -0.933  -0.175
C  2.909  -1.606  -2.382  -0.143
C  1.768  -0.626  -2.554  -0.173
N  0.478  -1.191  -2.022  -0.047
H  2.450  -3.025  0.611  0.083
H  1.872  -3.432  -0.826  0.096
H  4.115  -2.536  -0.859  0.149
H  3.418  -0.980  -0.382  0.093
H  2.716  -2.534  -2.932  0.137
H  3.800  -1.176  -2.842  0.151
H  1.621  -0.394  -3.609  0.146
H  1.963  0.305  -2.023  0.099
H  0.294  -2.053  -2.537  0.107
H  -0.271  -0.548  -2.294  0.069
C  3.738  -0.626  2.279  -0.335
Te  1.674  -0.978  2.656  1.465
C  1.224  1.006  3.253  -0.326
H  4.152  -0.387  3.258  0.043
H  3.873  0.207  1.595  0.005
H  4.212  -1.533  1.912  0.024
H  1.654  1.700  2.538  0.007
H  1.677  1.122  4.237  0.045
H  0.145  1.126  3.311  0.009
O  0.034  0.494  -0.034  -0.531
P  -0.221  2.056  -0.282  0.954
C  -1.411  2.212  -1.602  -0.303
C  -2.646  2.844  -1.455  -0.053
C  -3.519  2.914  -2.534  -0.015
C  -3.167  2.367  -3.758  -0.008
C  -1.921  1.763  -3.926  -0.032
C  -1.046  1.691  -2.856  -0.105
C  -0.746  2.894  1.188  -0.300
C  -2.010  2.666  1.752  -0.112
C  -2.413  3.373  2.870  -0.028
C  -1.564  4.323  3.433  -0.004
C  -0.318  4.569  2.872  -0.018
C  0.093  3.861  1.753  -0.063
C  1.340  2.709  -0.830  -0.326
C  1.369  3.812  -1.686  -0.038
C  2.585  4.386  -2.030  -0.011
C  3.768  3.868  -1.522  -0.009
C  3.746  2.770  -0.664  -0.040
C  2.536  2.197  -0.316  -0.118
H  -2.922  3.317  -0.522  0.111
H  -4.469  3.421  -2.420  0.133
H  -3.846  2.440  -4.598  0.134
H  -1.629  1.395  -4.901  0.127
H  -0.037  1.320  -3.012  0.093
H  -2.700  1.970  1.292  0.084
H  -3.396  3.210  3.291  0.129
H  -1.886  4.886  4.300  0.135
H  0.328  5.327  3.297  0.132
H  1.058  4.081  1.313  0.116
H  0.451  4.231  -2.081  0.127
H  2.608  5.241  -2.692  0.134
H  4.714  4.322  -1.789  0.134
H  4.677  2.384  -0.267  0.121
H  2.507  1.345  0.356  0.059

Values from the calculation:
2S+1: 3
Charge: +4
E_tot in Eh: -2222.9475

7.
Formula: C2H2S2
Source: OMol25
Level of theory: wB97M-V/def2-TZVPD

Last column: Löwdin charge in e.
Geometry (Å):
C  0.036  0.281  -2.323  -1.149
C  0.142  0.174  -0.234  -0.338
S  -0.689  -0.919  -3.071  0.651
S  0.796  1.403  -1.430  0.852
H  -0.938  0.134  -0.137  0.019
H  0.689  -0.677  -0.167  -0.035

Values from the calculation:
E_tot in Eh: -873.6499

8.
Formula: C2H4I2O2
Source: OMol25
Level of theory: wB97M-V/def2-TZVPD

Last column: Löwdin charge in e.
Geometry (Å):
C  0.035  0.142  -0.121  -0.367
C  -0.632  -0.940  0.694  -0.592
O  -0.713  0.391  -1.322  -0.242
O  -2.752  1.781  -0.797  -0.958
I  -2.143  -1.938  -0.149  1.005
I  -3.979  0.851  0.241  0.954
H  1.048  0.100  -0.463  0.113
H  0.004  1.075  0.421  0.113
H  -0.209  -1.094  1.653  0.021
H  -1.609  0.837  -1.033  -0.046

Values from the calculation:
E_tot in Eh: -824.2783